[1]
Entry from the Open Molecules 2025 dataset: a molecular structure, C23H16MoN3O6S in a non-equilibrium geometry (wB97M-V/def2-TZVPD).

The geometry in ORCA input format:
```
! wB97M-V def2-TZVPD RIJCOSX def2/J DEFGRID3
* xyz -1 1
C 0.1961 -1.5197 5.1054
C 5.4794 -1.6362 0.0618
C 0.1255 -1.7679 3.7468
C -2.3344 -0.0290 -0.8434
C -2.7847 0.0864 -4.6077
O 2.1845 -0.6621 0.9613
C -4.1887 0.7152 -2.3527
C 0.1784 0.8422 4.6889
O -1.1235 -0.4939 -0.8962
O -2.5477 -0.0028 -6.9040
C 0.2235 -0.2034 5.5802
H -0.0660 1.5537 -0.9927
C 3.9251 -2.7875 -1.3460
H -0.2665 4.9179 1.6629
C -0.0761 2.9653 2.5271
H 0.0706 -2.7908 3.3873
H -0.2506 3.9755 -0.6865
H 0.2097 -2.3439 5.8106
O -0.9016 -0.6725 -5.7052
H 0.1914 1.8588 5.0655
C -4.7557 0.9295 -3.6008
N 3.1453 -1.3148 0.2972
H -4.4628 0.7709 -5.7362
H -1.2092 -0.5637 -3.2985
N 0.0137 1.0883 1.0213
Mo 0.1547 -1.0179 0.6635
H 3.6812 -3.4720 -2.1464
O -2.9795 0.2849 0.1324
C 0.0796 -0.7341 2.8071
C 0.0212 1.5960 2.3017
H 6.0423 -3.0209 -1.4901
C -0.1832 3.8547 1.4832
N -2.0274 -0.2474 -5.8319
C -2.1986 -0.1408 -3.3795
C -4.0532 0.6160 -4.7505
C -2.9153 0.1821 -2.2383
C -0.1796 3.3323 0.1805
H -0.0754 3.3259 3.5464
H -5.7519 1.3448 -3.6817
C 2.8471 -2.1734 -0.7045
H 6.4828 -1.4023 0.3818
C 4.4060 -1.0451 0.6790
C -0.0772 1.9813 0.0000
O -0.7981 -2.3917 1.1307
H 4.4567 -0.3376 1.4922
C 5.2233 -2.5329 -0.9782
S 1.2047 -2.4406 -1.0636
C 0.1110 0.5765 3.3135
H 0.2685 -0.0055 6.6449
H -4.7152 0.9524 -1.4383
*
```

## Properties
Relative energy (zero: lowest compared OMol25 entry of this formula, charge and spin), kcal per mole: 44.15
F_max, eV/Å: 2.55
E_HOMO (alpha / beta), eV: -2.227 / -2.586
HOMO-LUMO gap (alpha / beta), hartree: 0.1539 / 0.1671
E_LUMO (alpha / beta), eV: 1.96 / 1.96

***

[2]
Entry from the Open Molecules 2025 dataset: a molecular structure, C10H12MgN2O5 in a non-equilibrium geometry (wB97M-V/def2-TZVPD).

The geometry in ORCA input format:
```
! wB97M-V def2-TZVPD RIJCOSX def2/J DEFGRID3
* xyz 2 1
H -0.4860 -0.7941 3.4997
H -2.2709 0.6191 2.6204
C -1.7475 -1.9215 -2.8724
H -1.0900 1.8957 2.1864
H 3.1267 0.8975 1.1219
C -2.1506 0.2944 0.0885
O -1.0158 2.6486 -3.2930
C -0.1817 -0.6358 -4.9720
C 2.6031 -0.0494 0.9103
C 2.0275 -1.6048 -3.3068
N -1.0528 0.1381 1.0405
O 2.9794 -2.1521 -3.6528
O -2.6598 -2.6156 -2.9361
O 0.4241 -0.3585 -0.6516
C 0.2053 -0.0624 0.5843
H 2.5684 -0.2281 -0.1673
C -0.2701 0.2646 3.3211
C 1.1468 0.3946 2.8369
H -2.1662 1.3125 -0.3508
H 3.1451 -0.8774 1.3933
C -1.2408 0.8095 2.3121
H 1.8021 -0.2625 3.4227
O -0.3138 -0.6474 -6.1115
H -0.3823 0.8116 4.2628
H -3.0838 0.1287 0.6520
H -2.0783 -0.4479 -0.7203
Mg 0.0858 -0.5821 -2.5410
H 1.5149 1.4244 2.9841
N 1.2466 0.0321 1.4300
C -0.6854 1.5682 -3.0914
*
```

## Properties
F_max, eV/Å: 4.91
E_HOMO, eV: -15.595
HOMO-LUMO gap, hartree: 0.2721
E_LUMO, eV: -8.19

***

[3]
Entry from the Open Molecules 2025 dataset: 10 unconnected molecules or ions with the total composition C53H50F6IN11O3PS in a non-equilibrium geometry (wB97M-V/def2-TZVPD).

The geometry in ORCA input format:
```
! wB97M-V def2-TZVPD RIJCOSX def2/J DEFGRID3
* xyz 1 1
C 13.8791 -0.7860 5.9699
C -10.2507 -1.4101 2.9360
C 0.1252 1.4949 -7.8033
C -9.1715 -1.1922 2.0943
H -11.7268 -1.7169 0.2167
C -0.7226 0.2294 1.1250
H 4.4446 1.2756 -3.2963
F 5.6514 0.5865 -5.0799
H -6.2237 -4.7519 6.1304
H 15.6638 -0.9460 7.1595
C -5.5007 -3.9972 5.8464
N -13.0811 -0.9326 1.5493
C 3.3499 0.0556 -8.2816
H -16.3128 -0.1838 0.9174
H 0.2289 2.1105 -8.7709
H 0.6540 3.7520 1.5374
N 0.8129 0.2729 -7.4720
C -2.6071 6.0429 -0.6874
O 1.4668 -1.5453 -8.8588
C -3.7644 -2.8914 0.8930
O 5.8455 2.8866 -7.8951
H -2.2125 4.1897 0.3296
H -14.5832 -0.1541 2.7166
C 1.8304 -0.5043 -8.2516
F 5.2365 -1.2318 -7.3725
H -5.3739 -1.5684 1.4557
C 15.7961 -2.0681 5.3294
C -2.8404 5.0708 0.2718
H -5.5061 6.5819 1.7118
C -14.3467 -0.5151 1.7209
C -15.3058 -0.5305 0.7214
H 12.2769 -0.8647 4.5300
H 8.2276 -3.1783 1.1022
C -4.5424 -1.7470 0.7841
C -7.6991 -2.0752 3.6069
H -11.2549 -1.1298 2.6337
H 15.5688 -3.0549 3.4270
C -2.4731 -2.1071 -0.9450
O 7.1197 1.0069 -7.4519
H 5.7046 1.1286 1.4210
H 1.3803 1.9700 3.1273
C 0.2814 2.7368 1.4462
C -13.6387 -1.4360 -0.7380
H -10.8284 -2.1843 4.8581
N -7.9034 -1.5114 2.4043
C -4.3621 7.3139 0.0448
C -4.9226 -4.0114 4.5874
F 3.2469 1.4598 -8.5514
F 4.0461 -0.5136 -9.4065
H -6.6667 -2.3209 3.8320
C 5.7617 0.3400 -1.8709
C 0.4632 -0.2754 -6.1649
H 0.4568 -0.3310 2.8343
H -15.6623 -1.0266 -1.3407
C -1.0589 1.2850 0.2934
N 13.8717 -1.9895 3.8847
H 3.9083 2.6240 0.5421
H 0.8947 -1.2209 -5.7012
H 12.3088 -2.1347 1.9061
C -0.5473 0.7573 -5.6029
H -5.1794 -4.7781 3.8630
S -3.0620 3.4191 -7.8093
C -10.0100 -1.9958 4.1714
C 9.0110 -2.4477 1.2786
C 11.2746 -1.8634 1.7234
C 4.4575 1.9619 -0.1202
H -8.4867 -2.7971 5.4725
N -3.3452 7.1575 -0.8190
H -1.6566 -2.2068 -1.6541
C -4.1992 -2.0454 6.3216
H -13.3192 -1.8082 -1.7035
C -4.2291 -0.8346 -0.2095
H -4.1109 4.5214 1.9186
H -2.9557 -1.4244 4.6744
H 10.5816 -3.8958 1.5205
C 4.7547 1.2087 -2.2600
C -5.1278 -2.9931 6.7286
C -12.7545 -1.3839 0.3270
N -4.0234 -3.1061 4.1674
N 8.6125 -1.1645 1.2531
F 3.4682 -0.9761 -5.9459
N -0.7028 1.7789 -6.6344
C 4.2066 -0.3065 -6.9698
C -4.6751 6.4026 1.0409
N -3.2112 -0.9904 -1.0743
H -1.7909 5.9431 -1.3964
C 0.1675 0.4699 2.1624
H -3.8854 -1.2485 6.9843
H -9.3083 -0.7404 1.1166
C 0.6829 1.7475 2.3292
H 6.2572 -0.2922 -2.5977
H 16.7968 -2.4399 5.5111
H -3.9792 -3.6292 1.6573
P -1.7781 3.1886 -6.3780
C -8.7098 -2.3376 4.5172
C 6.1157 0.3042 -0.5292
C 6.0572 1.6348 -7.2431
C 15.1145 -2.4110 4.1731
C 9.5590 -0.2341 1.4653
C -3.6818 -2.1437 5.0403
H -4.9429 8.2214 -0.0847
H 11.6128 0.2623 1.8630
C 5.4533 1.1308 0.3674
C 13.2810 -1.1886 4.7869
C -3.8967 5.2590 1.1524
H -0.8846 4.3274 -6.2657
N 4.0962 2.0179 -1.4130
H 5.5661 3.5204 -7.1905
F 3.9704 1.9501 -5.8220
C -14.9400 -1.0002 -0.5320
C -2.7080 -3.0797 0.0121
C 10.8919 -0.5296 1.7008
H -4.8094 0.0735 -0.3371
C 4.9301 0.9596 -6.2717
H -2.0816 -3.9613 0.0690
H 13.3555 -0.1366 6.6604
H -1.7483 1.1470 -0.5344
C 15.1624 -1.2379 6.2430
I -1.4362 0.4983 -3.6469
H -1.1445 -0.7553 0.9661
H 6.9006 -0.3619 -0.1849
H -2.3703 2.9760 -5.0736
C 10.3178 -2.8456 1.5092
H -5.5571 -2.9490 7.7237
N -0.5768 2.5313 0.4328
H 9.2104 0.7937 1.4412
*
```

## Properties
F_max, eV/Å: 6.39
E_HOMO, eV: -10.734
HOMO-LUMO gap, hartree: 0.2269
E_LUMO, eV: -4.56

***

[4]
Entry from the Open Molecules 2025 dataset: 2 unconnected molecules or ions with the total composition C4H13N2S (wB97M-V/def2-TZVPD).

The geometry in ORCA input format:
```
! wB97M-V def2-TZVPD RIJCOSX def2/J DEFGRID3
* xyz -1 1
C -2.2117 1.1398 1.5842
H -2.2964 0.7318 2.5875
H 2.5551 1.1190 0.3778
C -2.8444 0.2022 0.5663
H 3.8479 0.0341 -0.2860
H -2.7521 -1.7481 0.0234
H -2.7094 2.1121 1.5344
H 2.4428 0.8538 -2.0903
N -2.2402 -1.1315 0.6457
N 2.3895 -0.9019 0.8571
H -1.3013 -1.0723 0.2360
S 0.2242 0.3250 -1.2376
H -1.1708 1.3235 1.3242
C 2.0216 0.0947 -1.4192
H 2.2102 -0.8788 -1.8896
C 2.7746 0.1578 -0.0921
H 2.7423 -1.7798 0.4916
H -3.9032 0.0902 0.8131
H 1.3722 -0.9543 0.8170
H -2.7364 0.6403 -0.4267
*
```

## Properties
Relative energy (zero: lowest compared OMol25 entry of this formula, charge and spin), kcal per mole: 4.48
F_max, eV/Å: 0.60
E_HOMO, eV: -2.758
HOMO-LUMO gap, hartree: 0.2515
E_LUMO, eV: 4.08